# 1
Entry from the Open Molecules 2025 dataset: 2 unconnected molecules or ions with the total composition C3H7BO3 in a non-equilibrium geometry (wB97M-V/def2-TZVPD).

The energy above the lowest of the compared OMol25 structures with the same formula, charge and spin comes out at 42.5 kJ/mol. The calculation puts the LUMO energy (alpha / beta) at 0.580 / -1.635 eV. Its charge is 0. Its spin multiplicity is 3.

Geometry as XYZ:
```
14
Properties=species:S:1:pos:R:3:lowdin_spin:R:1
B -1.45407 0.25674 -0.16833 0.136
C 1.32086 0.59758 -0.08646 0.540
C 1.72506 -0.60627 0.65838 0.137
C -0.37350 -0.15730 -1.21013 0.608
O 1.40864 1.73230 0.07184 0.414
O -1.67033 -0.75723 0.71935 0.052
O -2.05510 1.45586 0.13452 0.021
H 2.65257 -0.66258 1.27521 0.013
H 2.06245 -1.40409 -0.08076 0.013
H 0.79533 -0.99862 1.13754 0.010
H -0.40552 0.29360 -2.19792 0.026
H 0.08966 -1.11785 -1.35676 0.029
H -2.33371 -0.81590 1.48269 0.001
H -1.76233 2.18375 -0.37918 0.000
```

***

# 2
Entry from the Open Molecules 2025 dataset: 2 unconnected molecules or ions with the total composition C3H7BrCl2Si in a non-equilibrium geometry (wB97M-V/def2-TZVPD).

The calculation puts the LUMO energy (alpha / beta) at 0.716 / -1.429 eV. Its charge is 0. Its spin multiplicity is 3.

Geometry as XYZ:
```
14
Properties=species:S:1:pos:R:3:lowdin_spin:R:1
C 0.01130 0.22549 -1.81662 0.017
C 1.21543 -0.43466 -1.14311 0.128
C -1.89829 0.33148 1.55533 0.794
Si 1.05054 -0.36252 0.79457 0.526
Cl 1.55125 -2.21934 1.60454 0.119
Cl 1.74199 1.10507 1.90640 0.129
Br -1.56397 1.11359 3.20421 0.188
H 0.03702 0.23646 -2.86519 0.000
H -0.83887 -0.24385 -1.46107 0.005
H 0.04082 1.26358 -1.45009 0.002
H 2.01757 0.24685 -1.41464 0.011
H 1.25241 -1.51494 -1.40292 0.003
H -2.06780 0.78564 0.64002 0.051
H -2.54940 -0.53283 1.84857 0.028
```

***

# 3
Entry from the Open Molecules 2025 dataset: 4 unconnected molecules or ions with the total composition C3H7BrCl4NO2 in a non-equilibrium geometry (wB97M-V/def2-TZVPD).

The calculation puts the LUMO energy at 1.918 eV. Its charge is -1.

Geometry as XYZ:
```
18
Properties=species:S:1:pos:R:3:mulliken_charge:R:1
Br -2.31605 1.99761 2.38848 -0.999
C -0.44467 -4.18022 0.78150 -0.698
N -0.67663 -5.33878 1.71031 0.824
O -1.83746 -5.42475 2.15368 -0.498
O 0.23040 -6.11614 1.92553 -0.516
H 0.08324 -4.38440 -0.15001 0.264
H 0.03292 -3.34195 1.28874 0.300
H -1.45915 -3.82266 0.60520 0.324
C -2.91768 2.02711 -4.45617 -0.243
Cl -3.24397 3.68641 -4.95047 -0.151
Cl -2.35158 0.99866 -5.78743 -0.151
H -2.20339 2.15702 -3.64315 0.280
H -3.81481 1.59741 -4.01052 0.266
C 4.07557 3.94254 2.41596 -0.235
Cl 4.43688 5.02638 3.82154 -0.161
Cl 5.31081 3.96235 1.17176 -0.147
H 3.95463 2.91215 2.75027 0.267
H 3.14095 4.30124 1.98476 0.275
```

***

# 4
Entry from the Open Molecules 2025 dataset: a gas-phase ion, C3H7BrN (charge +1) in a non-equilibrium geometry (wB97M-V/def2-TZVPD).

The energy above the lowest of the compared OMol25 structures with the same formula, charge and spin comes out at 99.7 kJ/mol. The calculation puts the LUMO energy at -5.379 eV. Its charge is +1.

Geometry as XYZ:
```
12
Properties=species:S:1:pos:R:3:mulliken_charge:R:1
C 0.15141 1.24536 0.40210 -0.265
C 0.01566 -0.94782 -0.36146 -0.627
C 0.17538 0.45057 -0.97875 0.020
N -0.43619 -0.55353 1.00392 -0.342
Br 1.65768 0.53177 -2.20674 -0.018
H 1.06497 1.37873 1.04274 0.321
H -0.70637 1.79999 0.63106 0.304
H -0.82131 -1.63461 -0.76339 0.317
H 0.96719 -1.36421 -0.25158 0.396
H -0.80249 0.67998 -1.54751 0.305
H 0.12680 -0.82138 1.79247 0.291
H -1.39275 -0.76486 1.23715 0.299
```

***

# 5
Entry from the Open Molecules 2025 dataset: a single C3H7BrO4P2 molecule in a non-equilibrium geometry (wB97M-V/def2-TZVPD).

The calculation puts the LUMO energy at 0.579 eV. Its charge is 0. As for the structure (SMILES): CP(C)OC(=O)OP(O)Br.

Geometry as XYZ:
```
17
Properties=species:S:1:pos:R:3:mulliken_charge:R:1
C 2.35580 1.37612 0.10964 -1.012
P 1.08705 0.20737 -0.50694 0.291
C 2.02246 -1.36919 -0.40614 -1.015
O 0.13215 0.04023 0.88858 -0.338
C -1.20107 0.12551 0.72926 0.709
O -1.91506 0.76897 1.45500 -0.445
O -1.61588 -0.67484 -0.29785 -0.094
P -3.14049 -0.55968 -0.95110 0.244
O -3.98176 -0.76460 0.40046 -0.403
Br -3.34049 1.67828 -1.22080 -0.227
H 2.67265 2.00394 -0.70484 0.334
H 1.95275 1.95992 0.92365 0.312
H 3.22146 0.85242 0.49021 0.326
H 1.70316 -1.90606 0.47539 0.290
H 1.87965 -1.94607 -1.30280 0.322
H 3.07781 -1.16732 -0.29651 0.377
H -4.91019 -0.62500 0.21479 0.329
```

***

# 6
Entry from the Open Molecules 2025 dataset: 2 unconnected molecules or ions with the total composition C3H7BrS (wB97M-V/def2-TZVPD).

The energy above the lowest of the compared OMol25 structures with the same formula, charge and spin comes out at 87.5 kJ/mol. The calculation puts the LUMO energy at -0.046 eV. Its charge is 0. As for the structure (SMILES): CCC=S.Br.

Geometry as XYZ:
```
12
Properties=species:S:1:pos:R:3:mulliken_charge:R:1
C 0.82182 0.26679 -1.43568 -1.151
C -0.51373 -0.38308 -1.07578 -0.218
C -0.75642 -0.46031 0.38626 -0.225
S -2.21192 -0.35388 1.07700 -0.206
Br 0.55204 1.36167 3.43812 -0.218
H 0.93759 0.28345 -2.51535 0.323
H 1.65075 -0.29205 -1.01088 0.329
H 0.86136 1.28761 -1.06747 0.326
H -1.34232 0.13694 -1.56068 0.304
H -0.51151 -1.41447 -1.45324 0.263
H 0.11709 -0.62652 1.00856 0.268
H 0.39526 0.19386 4.20915 0.207
```